No. 1
{
  "formula": "C3H11N4",
  "method": "the ωB97M-V functional and the def2-TZVPD basis",
  "multiplicity": 1,
  "charge": 1,
  "gap_ev": [7.52, 8.01],
  "elements": ["C", "C", "C", "N", "N", "N", "N", "H", "H", "H", "H", "H", "H", "H", "H", "H", "H", "H"],
  "positions_angstrom": [[2.1224, -0.0584, 0.3264], [-2.0581, -0.5636, -0.7776], [-0.7734, 1.0567, 0.4145], [1.2154, -0.8670, -0.1025], [3.0821, 0.4041, -0.4963], [-1.5402, -0.1411, 0.4770], [0.2023, -1.3248, 0.6233], [2.1636, 0.0382, 1.3524], [-1.8784, 0.0331, -1.5863], [-1.8427, -1.5695, -0.9445], [-3.1110, -0.5432, -0.5179], [-0.0654, 1.3022, 1.3470], [-0.3074, 1.2030, -0.6254], [-1.3896, 1.8690, 0.2824], [3.8180, 0.8969, -0.0825], [2.8983, 0.6149, -1.4755], [-0.1138, -2.1713, 0.1700], [0.1685, -1.2473, 1.6915]],
  "forces_ev_per_angstrom": [[-0.316, -1.287, -1.687], [-1.838, 0.121, 2.529], [2.578, -0.479, -0.102], [-0.081, 0.146, -2.110], [-1.481, -0.133, -0.070], [3.275, -0.498, 0.839], [-1.057, 1.345, 1.768], [0.843, 0.904, 2.346], [0.832, 1.585, -2.189], [0.312, -1.703, -0.437], [-0.701, -0.132, -0.531], [-1.644, -0.787, -2.124], [0.476, -0.664, 1.418], [-2.232, 2.056, 0.465], [1.108, 0.838, 0.543], [-0.020, -0.527, 0.395], [-0.324, -0.304, 0.699], [0.270, -0.480, -1.752]]
}

No. 2
{
  "formula": "CCl3F3Si",
  "method": "the ωB97M-V functional and the def2-TZVPD basis",
  "multiplicity": 1,
  "charge": 0,
  "gap_ev": 11.19,
  "smiles": "F[Si](F)(F)C(Cl)(Cl)Cl",
  "elements": ["C", "F", "F", "F", "Si", "Cl", "Cl", "Cl"],
  "positions_angstrom": [[0.1949, 0.8333, 0.1733], [0.0078, -1.2798, -1.7130], [-1.8005, -1.0710, 0.1530], [0.7196, -1.7302, 0.7989], [-0.2431, -0.9449, -0.1816], [1.8966, 0.8963, 1.1305], [0.3424, 1.7072, -1.3818], [-1.1177, 1.5891, 1.0207]],
  "forces_ev_per_angstrom": [[1.521, 0.852, -0.173], [-0.136, -0.243, 0.887], [1.073, -0.577, -0.318], [-0.802, -0.570, -0.567], [-0.083, 0.163, 0.135], [-2.150, 0.232, -1.122], [0.451, -0.161, 0.292], [0.125, 0.304, 0.866]]
}

No. 3
{
  "formula": "C32H22BBrN8O6Pt",
  "method": "the ωB97M-V functional and the def2-TZVPD basis",
  "multiplicity": 5,
  "charge": 0,
  "gap_ev": [6.81, 5.97],
  "elements": ["Pt", "C", "C", "N", "N", "C", "B", "N", "C", "C", "C", "N", "N", "C", "C", "C", "N", "H", "H", "H", "H", "H", "H", "H", "H", "H", "H", "N", "C", "C", "C", "C", "C", "C", "C", "C", "C", "H", "H", "H", "H", "O", "C", "O", "C", "C", "C", "C", "C", "C", "N", "O", "O", "H", "H", "H", "H", "Br", "C", "C", "C", "C", "C", "C", "C", "O", "O", "H", "H", "H", "H"],
  "positions_angstrom": [[-1.5469, 1.1333, 0.6462], [-5.5174, 2.2119, -0.8147], [-4.2732, 1.6214, -1.0098], [-3.5593, 1.6968, 0.1026], [-4.3035, 2.3321, 1.0259], [-5.4851, 2.6500, 0.4932], [-3.7221, 2.6749, 2.4141], [-3.3053, 1.3796, 3.1288], [-3.7619, 0.8182, 4.2495], [-3.0214, -0.3146, 4.5136], [-2.1010, -0.3717, 3.4738], [-2.2769, 0.6576, 2.6617], [-2.4800, 3.5688, 2.2296], [-2.1735, 4.7240, 2.8252], [-0.9243, 5.1251, 2.4055], [-0.5246, 4.1230, 1.5274], [-1.4709, 3.2009, 1.4256], [-6.3174, 2.3034, -1.5168], [-3.8602, 1.1468, -1.8779], [-6.2110, 3.1645, 1.0814], [-4.5406, 3.2543, 3.0638], [-4.5758, 1.2639, 4.7732], [-3.1324, -0.9923, 5.3267], [-1.3401, -1.0943, 3.2698], [-2.8672, 5.1736, 3.5005], [-0.3894, 6.0026, 2.6883], [0.3862, 4.0223, 0.9761], [3.8127, -6.8359, -1.6390], [3.2014, -5.8764, -1.7474], [2.4352, -4.6730, -1.8884], [2.8495, -3.5188, -1.2296], [2.0971, -2.3723, -1.3555], [0.9270, -2.3638, -2.1393], [0.5379, -3.5405, -2.8079], [1.2876, -4.6882, -2.6814], [0.1458, -1.2083, -2.1895], [-0.6244, -0.2263, -2.1308], [3.7397, -3.5281, -0.6206], [2.3830, -1.4731, -0.8428], [-0.3628, -3.5309, -3.4012], [0.9916, -5.5995, -3.1800], [-0.9155, 3.6897, -3.3377], [0.0487, 3.1131, -3.0540], [-1.3424, 0.7163, -1.9174], [1.1588, 2.4282, -2.7143], [2.0676, 1.9688, -3.7271], [3.1635, 1.2429, -3.3588], [3.3842, 0.9709, -2.0023], [2.5289, 1.4318, -0.9999], [1.4173, 2.1445, -1.3410], [4.4943, 0.1461, -1.6325], [5.2111, -0.2708, -2.5214], [4.6320, -0.1160, -0.4504], [1.8743, 2.1806, -4.7629], [3.8558, 0.8594, -4.0946], [2.7137, 1.1796, 0.0305], [0.7362, 2.4454, -0.5691], [1.3273, -5.9647, 0.0701], [1.8022, -4.2042, 0.5747], [3.1359, -3.8913, 0.7956], [3.4825, -2.5884, 1.1116], [2.5102, -1.6069, 1.1987], [1.1802, -1.9337, 0.9702], [0.8155, -3.2408, 0.6667], [0.1482, -0.8679, 0.8904], [0.4922, 0.3307, 1.0742], [-1.0134, -1.1561, 0.5236], [3.8901, -4.6561, 0.7130], [4.5169, -2.3361, 1.2662], [2.7748, -0.5853, 1.4067], [-0.2173, -3.4704, 0.4609]],
  "forces_ev_per_angstrom": [[-0.262, 0.083, 0.486], [-0.021, 0.071, 0.171], [0.046, -0.113, -0.009], [0.258, -0.120, 0.001], [0.300, -0.039, -0.009], [-0.123, 0.007, -0.168], [-0.227, 0.056, -0.001], [0.293, 0.105, -0.069], [-0.063, -0.120, 0.151], [-0.113, 0.201, -0.084], [0.043, 0.069, -0.065], [0.048, -0.060, -0.293], [-0.018, -0.138, -0.176], [0.028, 0.146, 0.078], [-0.135, -0.091, 0.012], [-0.134, -0.050, -0.018], [0.256, -0.119, -0.205], [-0.198, 0.030, -0.160], [0.084, -0.076, -0.145], [-0.300, 0.190, 0.183], [-0.083, 0.029, 0.049], [-0.332, 0.153, 0.257], [-0.049, -0.253, 0.326], [0.213, -0.210, -0.057], [-0.210, 0.190, 0.238], [0.172, 0.297, 0.101], [0.280, -0.004, -0.142], [0.731, -0.703, -0.100], [0.387, 0.725, -0.923], [0.820, 0.099, -1.558], [0.867, 0.374, -3.390], [0.390, 1.054, -1.903], [0.130, 0.415, 0.037], [-0.030, -0.554, -0.044], [-0.303, 0.596, -0.372], [0.186, -0.239, -0.327], [-0.379, 0.565, 0.673], [0.549, 0.331, -2.831], [0.266, 0.086, -0.909], [-0.049, 0.000, -0.075], [0.006, -0.044, 0.010], [0.743, -0.433, 0.184], [-0.878, 0.478, -0.202], [0.323, -0.497, -0.618], [-0.036, 0.177, -0.271], [0.274, -0.191, 0.163], [-0.249, 0.140, -0.180], [0.190, -0.067, 0.023], [-0.335, 0.097, -0.078], [0.429, -0.204, 0.282], [-0.493, 0.293, -0.456], [0.458, -0.247, -0.175], [0.322, -0.268, 0.642], [-0.057, 0.059, -0.195], [-0.033, 0.030, 0.026], [0.017, 0.055, 0.029], [-0.263, 0.134, 0.083], [-1.391, -0.413, 2.403], [-1.309, -0.780, 2.339], [-0.861, -0.654, 3.016], [-0.243, 0.827, 1.863], [0.471, -0.600, 0.758], [-0.609, -0.440, 0.502], [-0.055, -0.275, 1.028], [0.097, -0.143, -0.536], [0.177, 0.396, 0.297], [-0.302, -0.307, 0.069], [0.103, -0.269, 0.242], [0.206, 0.071, -0.020], [0.071, 0.126, 0.051], [-0.096, -0.032, -0.006]]
}

No. 4
{
  "formula": "C13H23NO3",
  "method": "the ωB97M-V functional and the def2-TZVPD basis",
  "multiplicity": 1,
  "charge": 0,
  "gap_ev": 9.72,
  "elements": ["C", "C", "C", "C", "C", "C", "C", "C", "N", "O", "H", "C", "C", "H", "H", "C", "C", "O", "O", "C", "H", "H", "H", "H", "H", "H", "H", "H", "H", "H", "H", "H", "H", "H", "H", "H", "H", "H", "H", "H"],
  "positions_angstrom": [[-4.2749, -0.3111, 0.9695], [-3.5388, -0.1890, -0.4987], [-3.1427, 1.3482, -0.8703], [-2.2159, 1.8601, 0.0682], [-0.9681, 0.8995, 0.1460], [-0.2705, 0.7630, -0.9442], [0.8778, -0.2374, -0.6634], [0.5152, -1.4361, -0.4382], [-0.4437, -2.0751, -0.9755], [-0.6757, -3.3859, -0.3189], [-1.4828, -3.4749, -0.8562], [1.2325, -1.7450, 0.7906], [1.8935, -0.6956, 1.3081], [1.1556, 0.0334, 2.1180], [2.7937, -0.6362, 1.8454], [1.9752, 0.3244, 0.2870], [3.4725, -0.0059, -0.3609], [3.6632, -0.4272, -1.3784], [4.4693, 0.7659, 0.3477], [5.6863, 0.5662, 0.1116], [5.9265, -0.5413, -0.2030], [6.2046, 1.0801, 0.9215], [5.8623, 1.1292, -0.9105], [1.8911, 1.4670, 0.5792], [2.1470, -2.3284, 0.3296], [0.8128, -2.3655, 1.6040], [1.4387, -0.4337, -1.8166], [0.1828, 1.9680, -1.4135], [-0.9568, 0.3733, -1.6284], [-1.2116, 0.0716, 0.8067], [-0.3543, 1.7215, 0.9657], [-2.0372, 2.8487, -0.4332], [-2.7016, 2.0972, 1.0914], [-4.2223, 1.7531, -0.8481], [-2.9520, 1.2083, -1.8616], [-2.7736, -0.6221, -0.5239], [-4.3809, -0.5192, -1.4175], [-4.6704, -1.3107, 1.3136], [-3.6310, -0.0228, 1.6845], [-5.2961, 0.4845, 1.0727]],
  "forces_ev_per_angstrom": [[-4.307, 0.637, -3.472], [-14.786, 7.098, -0.321], [-7.276, -4.092, 1.681], [1.029, 1.957, 1.061], [-3.899, 7.485, 12.015], [6.551, 1.836, -7.250], [4.814, 12.001, -9.319], [-4.347, -8.784, 4.428], [0.510, -0.936, 0.422], [-0.481, 2.055, -1.495], [0.185, -1.057, 0.700], [1.201, -9.449, -0.265], [-1.564, 9.418, 7.029], [1.441, -2.584, -1.454], [1.157, -1.376, 0.954], [2.043, 1.072, -3.124], [-2.588, 7.375, 6.398], [1.946, -4.171, -6.642], [-10.167, -1.031, 2.338], [6.769, -0.882, -5.090], [0.135, 1.799, 1.262], [0.983, -0.721, -0.234], [0.895, -0.795, 1.534], [0.337, -2.539, -0.717], [-1.499, -0.225, 0.740], [-0.226, -0.278, -1.077], [-1.135, 1.135, 2.772], [-1.381, -3.871, 1.305], [-0.357, -0.784, -2.198], [0.036, -0.408, -0.419], [-0.948, -2.688, -1.694], [1.121, -0.313, 1.134], [0.939, -0.658, -1.601], [1.788, 0.417, 0.007], [1.434, 0.499, -2.751], [11.040, -7.483, -0.491], [2.694, 0.546, 2.756], [0.476, 0.837, -0.979], [2.352, 1.229, 2.600], [3.086, -2.270, -0.543]]
}

No. 5
{
  "formula": "C6H5Br3N2O2S",
  "method": "the ωB97M-V functional and the def2-TZVPD basis",
  "multiplicity": 1,
  "charge": 0,
  "gap_ev": 9.58,
  "elements": ["C", "C", "C", "C", "C", "C", "N", "N", "O", "O", "S", "Br", "Br", "Br", "H", "H", "H", "H", "H"],
  "positions_angstrom": [[-0.2789, 0.2962, 2.2249], [-1.0056, -0.8361, 0.1998], [-1.2909, -0.4337, 2.8439], [-2.0356, -1.3862, 0.9270], [-0.1128, 0.0037, 0.8465], [1.9003, 0.1301, -2.5431], [-2.1740, -1.1875, 2.2641], [0.8392, 0.5820, 0.0420], [1.0105, 2.4417, -1.5347], [-0.7451, 0.8632, -1.9771], [0.4990, 1.1433, -1.5069], [3.4704, 0.3452, -1.5542], [1.9743, 0.9534, -4.2637], [1.3474, -1.6442, -2.5453], [0.3172, 0.9027, 2.8914], [-0.9888, -1.1061, -0.8368], [-1.4776, -0.1764, 3.9275], [-2.6977, -2.1890, 0.3666], [1.4489, 1.2979, 0.2278]],
  "forces_ev_per_angstrom": [[-0.084, -1.462, -1.106], [-1.031, -0.776, 0.723], [-0.093, 2.059, 1.795], [-0.615, -1.787, 0.228], [-0.496, 0.766, 1.267], [-2.076, 1.565, 1.001], [-1.044, -1.446, -1.685], [-1.033, -0.629, -2.960], [0.906, 2.594, 0.167], [-4.946, -1.466, -1.744], [5.624, -1.644, 0.391], [1.250, 0.174, 0.256], [-0.016, -0.085, -0.096], [-0.318, -1.268, -0.320], [0.372, 0.248, -0.616], [0.476, 0.189, -0.194], [0.273, -0.676, -1.078], [1.003, 1.951, 1.545], [1.850, 1.693, 2.427]]
}

No. 6
{
  "formula": "C5H9NO",
  "method": "the ωB97M-V functional and the def2-TZVPD basis",
  "multiplicity": 1,
  "charge": 0,
  "gap_ev": 11.13,
  "smiles": "COC(C)(C)C#N",
  "elements": ["C", "O", "C", "C", "C", "C", "N", "H", "H", "H", "H", "H", "H", "H", "H", "H"],
  "positions_angstrom": [[2.0032, 0.2147, -0.2325], [0.7687, 0.7000, -0.7084], [-0.4295, 0.2715, -0.0733], [-1.2499, -0.4868, -1.1200], [-0.2477, -0.5721, 1.1936], [-1.1608, 1.5100, 0.3141], [-1.7519, 2.4531, 0.6275], [2.2592, 0.6181, 0.7546], [2.0335, -0.8811, -0.1868], [2.7524, 0.5542, -0.9512], [-0.6745, -1.3605, -1.4446], [-1.4376, 0.1518, -1.9866], [-2.2086, -0.8207, -0.7127], [-1.2305, -0.7494, 1.6383], [0.3736, -0.0619, 1.9347], [0.2004, -1.5408, 0.9532]],
  "forces_ev_per_angstrom": [[0.269, -0.095, 0.090], [-0.034, 0.048, -0.066], [-0.178, -0.071, 0.013], [-0.066, -0.052, -0.049], [0.059, -0.044, 0.057], [-0.527, 0.815, 0.274], [0.560, -0.885, -0.293], [-0.032, -0.028, -0.101], [0.027, 0.143, -0.049], [-0.114, -0.051, 0.117], [-0.086, 0.128, 0.068], [0.062, -0.079, 0.125], [0.119, 0.062, -0.022], [0.138, 0.023, -0.067], [-0.116, -0.064, -0.113], [-0.079, 0.150, 0.017]]
}

Per-record energy, eV: -9238.7664 -54639.4790 -131702.8484 -21472.9549 -234338.3381 -8867.5886